Density functional theory data (ωB97M-V with the def2-TZVPD basis set) for C16H16N2O2 in the gas phase at a distorted geometry.

Geometry as ORCA input:
```
! wB97M-V def2-TZVPD RIJCOSX def2/J DEFGRID3
* xyz 0 1
O -3.255 3.272 1.785
C -2.117 2.955 1.503
O -1.015 3.780 1.679
C 0.234 3.338 1.384
C 1.268 4.245 1.578
C 2.566 3.904 1.170
C 2.812 2.663 0.582
C 1.772 1.750 0.420
C 0.469 2.064 0.808
C -0.674 1.146 0.644
C -1.912 1.595 0.967
N -2.840 0.569 0.812
C -2.197 -0.463 0.426
N -0.850 -0.192 0.321
C 0.122 -1.223 0.019
C 0.547 -1.156 -1.483
C -0.200 -2.122 -2.447
C -0.229 -3.535 -1.882
C -0.950 -3.544 -0.569
C -0.228 -2.684 0.497
H 1.035 5.189 2.064
H 3.365 4.659 1.225
H 3.835 2.449 0.304
H 1.926 0.785 0.010
H -2.654 -1.383 0.136
H 1.047 -0.924 0.563
H 0.457 -0.117 -1.873
H 1.615 -1.341 -1.546
H 0.346 -2.144 -3.381
H -1.208 -1.766 -2.652
H 0.779 -3.910 -1.725
H -0.733 -4.216 -2.576
H -1.959 -3.194 -0.722
H -0.995 -4.569 -0.200
H 0.690 -3.214 0.804
H -0.869 -2.665 1.355
*
```

The value obtained for the energy above the lowest of the compared OMol25 structures with the same formula, charge and spin is 92.1 kJ/mol. The LUMO energy is 0.51 eV. Its HOMO-LUMO gap is 9.08 eV. As for the structure (SMILES): O=c1oc2ccccc2c2c1ncn2C1CCCCC1.

Löwdin population analysis, charges in e, atoms 1 to 6: atom 1 (O): 0.121, atom 2 (C): -0.351, atom 3 (O): 0.121, atom 4 (C): -0.195, atom 5 (C): 0.009, atom 6 (C): -0.072